1.
DFT (ωB97M-V/def2-TZVPD) results for a molecular structure, C22H35ClO2P2Pd in a non-equilibrium geometry.

XYZ file:
```
63
Properties=species:S:1:pos:R:3:forces:R:3
P 0.754804 -3.539369 -1.279714 0.003 3.689 1.096
P -0.216374 3.154079 1.197610 2.250 -4.643 -0.844
C 0.371799 1.051459 -0.437451 -1.179 -1.936 2.178
C 0.800541 2.352598 -0.104095 -0.443 -0.148 -0.568
H -0.688981 0.806811 -0.627920 0.796 0.644 0.073
H 1.153763 0.438051 -0.947195 0.329 0.947 0.950
H 1.841267 2.222449 0.252582 -0.395 1.047 0.022
H 0.716552 2.964182 -1.008546 0.488 1.936 -0.420
C -1.953266 3.126085 0.965406 -1.672 1.204 -0.249
H -2.499411 2.975903 1.908516 0.431 0.102 -0.189
H -2.320990 2.355419 0.277009 0.752 -0.158 0.124
H -2.296530 4.075184 0.552613 0.000 0.164 -0.038
C 0.856354 4.486784 1.527922 -0.211 1.766 0.978
H 0.508951 5.324356 0.910054 0.226 0.169 0.389
H 1.870896 4.213307 1.188974 -0.644 -0.036 0.199
H 0.841134 4.716345 2.604056 0.084 0.391 -0.437
C -0.640994 -4.646701 -1.295703 -0.546 -1.563 -0.836
H -0.655877 -5.274020 -0.400120 0.173 0.182 0.097
H -0.641993 -5.345374 -2.136329 -0.071 -0.184 -0.270
H -1.613149 -4.135361 -1.343963 0.628 0.152 0.218
C 2.423002 -4.185363 -1.185146 0.352 -1.264 -0.097
H 3.158619 -3.393235 -1.369656 -0.392 -0.021 0.093
H 2.608790 -4.995188 -1.891936 0.245 -0.116 -0.147
H 2.574271 -4.592307 -0.171693 0.111 0.187 -0.309
Pd 0.221172 -0.977486 -1.571202 -0.145 0.880 4.125
C 0.431502 0.722028 -3.030673 -1.572 2.395 -2.043
C -0.939909 0.928247 -3.022686 1.291 1.449 -0.504
C -1.960860 0.199332 -3.767618 -0.183 -0.786 -0.387
C -1.478291 -1.231607 -4.054853 -1.228 -0.198 -0.839
C -0.822101 -1.926659 -2.932388 -1.013 -0.478 -0.782
C 0.591104 -2.294684 -3.029837 -0.495 -4.330 -2.063
C 1.584384 -1.399192 -3.759454 1.044 -0.670 -0.720
C 1.197290 0.041218 -4.137052 0.595 -0.611 0.209
C 0.416009 -1.774086 0.640165 0.165 -0.498 2.242
H 0.984694 1.621663 -2.699060 -0.305 -0.870 0.373
H -1.324986 1.830559 -2.545571 0.318 -0.195 0.398
H -2.203198 0.689731 -4.715482 0.053 0.132 -0.136
H -2.909181 0.209863 -3.207767 0.178 -0.248 0.006
H -2.372860 -1.816957 -4.282917 -0.102 -0.047 -0.329
H -0.863417 -1.273122 -4.962950 -0.117 0.160 0.169
H -1.499205 -2.516658 -2.321163 0.154 -0.294 -0.459
H 0.669645 -3.337935 -3.387401 0.422 0.423 -1.342
H 1.873407 -1.901130 -4.674116 0.091 -0.282 -0.486
H 2.517879 -1.406708 -3.185730 -0.067 0.273 0.147
H 2.147085 0.584304 -4.253685 -0.232 -0.099 -0.062
H 0.721020 0.080637 -5.127863 -0.136 -0.050 0.423
H 1.046968 -0.915090 0.980326 -0.501 -0.701 -0.457
H 0.855644 -2.780099 0.896733 -0.519 1.361 0.418
H -0.619591 -1.684644 1.063849 0.770 -0.128 -0.521
Cl 0.031575 1.435056 8.789412 0.117 0.034 0.620
C -0.102886 1.220603 7.101442 -0.832 -0.155 -1.074
C -1.123920 0.363987 6.610871 0.520 0.104 -0.312
C -1.292199 0.233493 5.231201 0.688 0.457 0.105
C -0.434947 0.960767 4.388336 0.101 0.394 0.697
C 0.580299 1.786174 4.879050 -0.238 -0.075 0.696
C 0.723872 1.963858 6.247218 0.085 -0.558 0.217
C -0.788005 1.120775 2.991701 -1.029 -0.403 -2.230
O -1.685973 0.584168 2.390366 0.872 0.667 0.855
O 0.014152 2.103283 2.396107 -0.081 0.410 0.602
H -1.777623 -0.189962 7.289033 0.359 0.312 -0.094
H -2.061100 -0.380072 4.759134 0.141 0.183 0.355
H 1.215593 2.323527 4.186334 -0.110 -0.081 0.209
H 1.483781 2.646699 6.642920 -0.376 -0.390 -0.042
```
Positions in Å, forces in eV/Å.

The expectation value of S² is 2.031. The max |F| comes out at 5.228 eV Å⁻¹. Its relative energy (zero: lowest compared OMol25 entry of this formula, charge and spin) is 190.16 kcal/mol. For the LUMO energy (spin up / spin down), the calculation gives -0.293 / -0.294 eV. The frontier orbital gap (spin up / spin down) is 3.80 / 3.91 eV. As for the electronic energy: -62042.3754 eV. The multiplicity is 3.

Mulliken population analysis, charges in e, atoms 1 to 6: atom 1 (P): 0.82, atom 2 (P): 0.97, atom 3 (C): -1.63, atom 4 (C): -0.40, atom 5 (H): 0.19, atom 6 (H): 1.00

---

2.
DFT (ωB97M-V/def2-TZVPD) results for a single C22H19N3O4 molecule.

XYZ file:
```
48
Properties=species:S:1:pos:R:3:forces:R:3
C -2.693203 -0.946538 2.158985 -0.163 -0.003 0.372
N -1.969589 -1.124403 0.931371 0.019 0.135 -0.067
C -1.800635 -0.202834 -0.057707 0.274 -0.165 -0.768
C -2.372489 1.139211 0.013268 -0.182 0.228 0.084
C -3.151616 1.604472 -1.046978 0.077 -0.123 0.133
C -3.704533 2.870293 -1.003849 -0.037 0.136 -0.044
C -3.484316 3.688868 0.092344 -0.029 0.025 -0.069
C -2.701988 3.238229 1.142685 0.006 0.016 0.116
C -2.150716 1.970375 1.109490 0.004 0.007 -0.143
C -1.144051 -0.790712 -1.133760 -0.392 -0.330 0.560
C -0.671539 -0.195341 -2.367075 0.155 0.832 -0.053
O -0.621920 -0.780524 -3.426673 0.052 -0.082 -0.013
C -0.057507 1.217089 -2.239924 -0.461 0.013 -0.191
O 1.295713 1.044330 -1.819249 0.183 -0.096 -0.237
C 1.551975 1.013387 -0.520151 -0.205 0.107 0.149
O 0.740825 1.197904 0.359581 0.278 0.021 -0.143
C 2.982127 0.731543 -0.236216 0.503 -0.050 0.357
N 3.793316 0.597025 -1.212352 -0.832 0.167 -0.272
N 5.082046 0.329396 -0.952484 0.373 -0.319 -0.282
C 5.727238 0.479834 0.250668 0.002 0.185 0.432
O 6.902926 0.229850 0.361130 0.129 -0.028 0.029
C 4.848873 1.047697 1.346658 -0.027 -0.122 0.005
C 3.402958 0.580607 1.197818 0.072 0.108 -0.109
C -0.912408 -2.159461 -0.772633 -0.189 0.111 0.331
C -0.291169 -3.226238 -1.416034 0.005 -0.043 0.029
C -0.205995 -4.427577 -0.747367 0.096 -0.063 -0.106
C -0.713873 -4.577846 0.545317 -0.046 -0.044 0.111
C -1.323332 -3.531257 1.205842 -0.066 0.006 0.147
C -1.420518 -2.319006 0.534477 0.355 -0.346 -0.538
H -3.300678 -1.831863 2.352744 0.002 0.052 -0.009
H -3.346217 -0.078674 2.081819 0.036 -0.107 0.022
H -2.008011 -0.802192 2.998704 -0.062 0.008 -0.001
H -3.319426 0.962687 -1.899769 -0.056 -0.080 -0.054
H -4.309019 3.219343 -1.827685 -0.050 0.028 -0.067
H -3.916139 4.678037 0.124137 -0.035 0.078 0.005
H -2.516706 3.879787 1.991560 0.023 0.053 0.062
H -1.507264 1.636509 1.907827 0.069 -0.039 0.094
H -0.595751 1.840239 -1.522709 0.129 -0.038 -0.163
H -0.004485 1.685579 -3.223925 -0.033 -0.079 0.139
H 5.637398 0.102088 -1.769660 -0.081 0.098 0.262
H 4.903905 2.137642 1.256029 0.017 -0.028 0.000
H 5.265606 0.772619 2.315170 0.064 0.025 -0.121
H 3.316616 -0.477751 1.467449 -0.037 0.018 0.041
H 2.729755 1.143381 1.844493 0.038 -0.102 -0.032
H 0.096687 -3.103070 -2.414845 0.020 -0.013 -0.104
H 0.262407 -5.274390 -1.226446 0.044 -0.065 -0.049
H -0.623733 -5.534471 1.038332 -0.005 -0.066 0.052
H -1.701561 -3.653892 2.209586 -0.035 -0.027 0.102
```
Positions in Å, forces in eV/Å.

The structure (SMILES) is Cn1c(-c2ccccc2)c(C(=O)COC(=O)C2=NNC(=O)CC2)c2ccccc21. The max |F| comes out at 0.891 eV Å⁻¹. Its relative energy (zero: lowest compared OMol25 entry of this formula, charge and spin) is 31.38 kcal/mol. For the LUMO energy, the calculation gives 0.194 eV. The frontier orbital gap is 8.20 eV. As for the electronic energy: -35782.9288 eV.

Mulliken population analysis, charges in e, atoms 1 to 6: atom 1 (C): -1.23, atom 2 (N): 0.33, atom 3 (C): 0.17, atom 4 (C): -0.16, atom 5 (C): 0.16, atom 6 (C): -0.95

---

3.
DFT (ωB97M-V/def2-TZVPD) results for 2 unconnected molecules or ions with the total composition C4H11NO.

XYZ file:
```
17
Properties=species:S:1:pos:R:3:forces:R:3
N -1.387254 -2.464173 1.537807 -0.112 -0.041 0.244
C -1.158091 -1.438824 0.689726 -0.028 0.196 -0.145
O -0.714192 -1.551450 -0.427760 0.068 -0.174 -0.174
H -1.228220 -3.406913 1.229894 0.039 -0.059 -0.053
H -1.803091 -2.308467 2.439201 0.037 0.006 -0.067
H -1.404821 -0.450758 1.102229 -0.107 -0.036 0.203
C 1.184356 2.414029 -1.669909 0.092 0.039 -0.257
C 1.267534 1.180497 -0.781916 -0.046 0.027 0.066
C 0.618207 1.402850 0.580028 0.111 -0.024 0.084
H 0.148751 2.684221 -1.889999 -0.002 0.011 0.112
H 1.676028 2.254097 -2.632391 -0.011 -0.082 0.031
H 1.675361 3.276738 -1.214085 -0.076 0.002 0.097
H 2.314667 0.900799 -0.639306 0.016 0.038 0.011
H 0.788250 0.331012 -1.268133 -0.021 -0.004 -0.022
H 0.741884 0.532619 1.226647 0.046 -0.004 -0.023
H 1.068666 2.254237 1.095921 -0.031 0.035 -0.022
H -0.454439 1.592525 0.492134 0.026 0.070 -0.086
```
Positions in Å, forces in eV/Å.

The structure (SMILES) is NC=O.CCC. The max |F| comes out at 0.276 eV Å⁻¹. Its relative energy (zero: lowest compared OMol25 entry of this formula, charge and spin) is 6.71 kcal/mol. For the LUMO energy, the calculation gives 0.905 eV. The frontier orbital gap is 10.99 eV. As for the electronic energy: -7864.2624 eV.

Mulliken population analysis, charges in e, atoms 1 to 6: atom 1 (N): -0.37, atom 2 (C): 0.20, atom 3 (O): -0.55, atom 4 (H): 0.23, atom 5 (H): 0.20, atom 6 (H): 0.29

---

4.
DFT (ωB97M-V/def2-TZVPD) results for a molecular structure, C27H23IrN3O3S.

XYZ file:
```
58
Properties=species:S:1:pos:R:3:forces:R:3
Ir 0.225296 1.170177 0.008610 0.111 -0.415 0.203
C 0.441683 2.883205 -4.078673 -0.014 0.087 -0.014
O -0.949462 2.638345 -4.297014 0.022 -0.181 -0.026
C -1.840992 2.601243 -3.296869 -0.069 0.071 -0.046
C -3.165514 2.840075 -3.669971 0.100 0.032 0.025
C -4.195691 2.867734 -2.746217 -0.001 -0.034 0.096
C -3.923803 2.663215 -1.408610 -0.046 0.049 -0.069
C -2.618040 2.364306 -0.999382 -0.097 0.019 0.093
C -2.410711 2.212354 0.402995 -0.073 0.049 0.054
N -1.315069 1.825961 0.980866 0.089 -0.049 -0.114
N -1.215134 1.792677 2.348210 0.007 0.015 0.060
C 0.021594 1.611349 2.711234 -0.067 0.114 0.039
O 0.977861 1.466416 1.792269 0.142 -0.146 -0.100
C 0.415257 1.567935 4.115664 0.020 -0.022 -0.035
C 1.763643 1.438265 4.451009 0.020 -0.002 0.006
C 2.136221 1.405411 5.783161 0.001 0.001 -0.007
C 1.169562 1.499114 6.775449 -0.009 0.002 -0.001
C -0.174300 1.628315 6.441780 0.007 0.002 0.004
C -0.556457 1.664791 5.114665 -0.021 0.009 0.007
C -1.574801 2.302076 -1.954060 0.216 -0.052 -0.025
O -0.306294 1.949972 -1.609000 -0.196 0.036 -0.166
H 0.831739 3.173678 -5.048909 0.005 0.010 -0.001
H 0.948762 1.983240 -3.734630 0.007 -0.002 -0.007
H 0.588485 3.697527 -3.368769 0.001 -0.011 -0.001
H -3.351349 3.028003 -4.719304 -0.002 0.011 -0.001
H -5.205740 3.073981 -3.070092 0.004 0.010 -0.011
H -4.711380 2.735859 -0.670557 0.015 -0.016 0.014
H -3.213962 2.472542 1.085672 0.002 -0.008 0.005
H 2.512386 1.378000 3.673566 0.000 -0.003 0.004
H 3.180050 1.312987 6.049211 -0.001 0.001 0.001
H 1.464362 1.476343 7.816026 -0.002 -0.001 0.001
H -0.921052 1.705419 7.219757 0.000 0.001 0.000
H -1.598203 1.773120 4.846114 0.002 -0.005 -0.001
N -0.033828 -0.709267 0.397149 -0.202 0.217 -0.160
S 1.028565 -2.016853 0.429857 0.170 -0.005 0.117
C 2.161495 -1.709709 -0.902512 -0.023 0.046 -0.032
C 2.950801 -2.790437 -1.278955 -0.005 0.009 -0.008
C 3.907885 -2.604630 -2.263161 0.008 0.008 -0.008
C 4.081507 -1.359041 -2.853923 0.008 -0.031 0.007
C 3.299788 -0.281088 -2.464846 -0.013 0.067 0.008
C 2.341912 -0.467894 -1.484994 -0.063 -0.232 0.235
C 0.033588 -3.337083 -0.157916 -0.035 0.004 0.042
C -0.258375 -4.324754 0.777706 0.031 -0.022 -0.019
C -1.068369 -5.381835 0.387527 0.000 0.003 0.002
C -1.564119 -5.426518 -0.906442 0.001 0.003 -0.003
C -1.260515 -4.425293 -1.829977 -0.001 -0.006 -0.001
C -0.456897 -3.365528 -1.462581 0.006 0.000 -0.006
H -0.732651 -0.880816 1.119830 -0.053 -0.078 -0.053
H 2.819453 -3.763049 -0.821098 -0.001 0.002 0.002
H 4.524343 -3.439164 -2.567268 -0.001 0.000 -0.001
H 4.834701 -1.225726 -3.618209 -0.003 0.003 -0.001
H 3.438070 0.691897 -2.915117 -0.005 0.002 0.004
H 1.726338 0.379522 -1.185973 0.022 0.426 -0.117
H 0.148838 -4.277671 1.780164 -0.008 0.004 0.004
H -1.304741 -6.167301 1.091503 0.000 0.002 0.001
H -2.193048 -6.253486 -1.207921 0.003 -0.001 -0.002
H -1.650010 -4.482059 -2.837028 -0.003 0.001 0.002
H -0.203679 -2.585852 -2.170013 -0.008 0.004 0.005
```
Positions in Å, forces in eV/Å.

The expectation value of S² is 0.759. The max |F| comes out at 0.475 eV Å⁻¹. For the LUMO energy (spin up / spin down), the calculation gives -7.835 / -8.462 eV. The frontier orbital gap (spin up / spin down) is 6.02 / 5.37 eV. As for the electronic energy: -52640.3920 eV. The multiplicity is 2. Its charge is +2.

Mulliken population analysis, charges in e, atoms 1 to 6: atom 1 (Ir): 0.44, atom 2 (C): -0.61, atom 3 (O): -0.44, atom 4 (C): 0.45, atom 5 (C): -0.54, atom 6 (C): -0.75

---

5.
DFT (ωB97M-V/def2-TZVPD) results for a molecular structure, HfI in a non-equilibrium geometry.

XYZ file:
```
2
Properties=species:S:1:pos:R:3:forces:R:3
Hf 1.288808 0.339654 0.390951 -3.695 -0.974 -1.121
I -1.288808 -0.339654 -0.390951 3.695 0.974 1.121
```
Positions in Å, forces in eV/Å.

The max |F| comes out at 3.983 eV Å⁻¹. Its relative energy (zero: lowest compared OMol25 entry of this formula, charge and spin) is 3.62 kcal/mol. For the LUMO energy, the calculation gives -19.597 eV. The frontier orbital gap is 6.91 eV. As for the electronic energy: -9363.1032 eV. Its charge is +3.

Just the Mulliken charges please, in e? Sure, here they are: atom 1 (Hf): 1.96, atom 2 (I): 1.04